Molecular formula: C22H28MnN2O7P
Method: DFT, ωB97M-V/def2-TZVPD

## Properties
- HOMO-LUMO gap (spin up / spin down): 7.36 / 7.56 eV
- Relative energy (zero: lowest compared OMol25 entry of this formula, charge and spin): 0.0 kcal/mol
- Spin multiplicity: 6
- Net charge: -1
- <S²>: 8.75

```
61
C22H28MnN2O7P, DFT ωB97M-V/def2-TZVPD
Mn -0.65390 -0.62850 -1.26699
O 2.00378 2.76740 -4.55795
C 1.24891 3.59005 -3.83540
C 1.17374 4.97442 -4.23524
C 0.30049 5.83388 -3.62217
C -0.57261 5.30643 -2.68178
C -0.60033 3.98543 -2.32195
C 0.34546 3.10385 -2.87335
C 0.18601 1.70387 -2.53693
O -0.86594 1.23877 -2.02487
N 1.23927 0.98965 -2.84303
N 1.01551 -0.34289 -2.52705
C 1.66350 -1.20275 -3.19653
C 1.46594 -2.63746 -3.18972
C 2.35071 -3.41608 -3.92552
C 2.15063 -4.76445 -4.13429
C 1.03829 -5.40109 -3.49447
C 0.15144 -4.63830 -2.76532
C 0.30344 -3.25483 -2.57840
O -0.57115 -2.63422 -1.86373
H 2.05782 1.89345 -4.15725
H 1.94093 5.27820 -4.93604
H 0.25273 6.90171 -3.82422
H -1.18601 5.98939 -2.09517
H -1.26414 3.61139 -1.54797
H 2.45313 -0.80060 -3.82237
H 3.24603 -3.01701 -4.34238
H 2.82385 -5.33979 -4.75910
H 0.87879 -6.46577 -3.56773
H -0.68488 -5.15708 -2.29162
C 1.38974 1.72609 2.88861
C 1.28870 0.20319 2.79987
C 1.97396 -0.41061 3.95919
C 1.96028 -0.31111 1.48781
O -0.06425 -0.21506 2.87407
P -1.09544 0.19985 1.70521
O -0.91756 1.56053 1.17172
O -1.03900 -0.93346 0.67024
O -2.52919 0.14530 2.47476
C -3.02644 -0.71112 3.47856
C -2.41850 -0.23955 4.80468
C -4.55900 -0.48012 3.55225
C -2.67232 -2.12898 3.21509
H 2.40349 2.04642 3.11671
H 0.74017 2.01987 3.72972
H 0.99683 2.28910 2.02873
H 3.03202 -0.03286 4.00646
H 1.99913 -1.50790 3.88059
H 1.44635 -0.20271 4.89596
H 3.03330 -0.05212 1.49384
H 1.52178 0.04927 0.55330
H 1.95799 -1.40070 1.46182
H -2.51956 0.85737 4.81870
H -1.40631 -0.52775 4.90151
H -2.96369 -0.66400 5.67065
H -4.75971 0.55865 3.79843
H -5.00943 -1.17533 4.29630
H -4.99091 -0.68158 2.57854
H -1.57132 -2.23492 3.17368
H -3.10315 -2.48970 2.27921
H -2.98941 -2.72310 4.05237
```

---

Molecular formula: C5H11N
Method: DFT, ωB97M-V/def2-TZVPD

## Properties
- HOMO-LUMO gap: 8.01 eV
- Relative energy (zero: lowest compared OMol25 entry of this formula, charge and spin): 133.5 kcal/mol

```
17
C5H11N, DFT ωB97M-V/def2-TZVPD
C 1.54550 0.06462 -0.68717
N 0.53575 0.73966 0.10101
C 0.30146 0.33329 1.46929
C -0.85784 -0.07353 0.67345
C -0.88135 1.26040 -0.70781
C -0.94851 -1.50930 0.25324
H 1.46202 -1.03005 -0.70195
H 1.46344 0.43253 -1.71751
H 2.53159 0.33757 -0.29832
H 0.24182 1.14307 2.20237
H 1.00105 -0.45669 1.75545
H -1.70700 0.71181 -1.19494
H -0.26605 1.63184 -1.55416
H -1.28026 2.11914 -0.17297
H -1.51225 -2.02444 1.04125
H -1.52606 -1.62191 -0.67413
H -0.00136 -2.06356 0.14267
```

---

Molecular formula: CBrCl2NO2
Method: DFT, ωB97M-V/def2-TZVPD

## Properties
- HOMO-LUMO gap: 10.54 eV
- Relative energy (zero: lowest compared OMol25 entry of this formula, charge and spin): 6.3 kcal/mol

```
7
CBrCl2NO2, DFT ωB97M-V/def2-TZVPD
C -0.71892 -0.58743 0.02598
N 0.45272 0.53460 0.06815
O 0.71427 0.80552 1.19900
O 0.75680 0.98358 -0.98632
Cl -0.46290 -1.59811 1.50046
Cl -0.80349 -1.70092 -1.34509
Br -2.32601 0.53314 -0.11826
```

---

Molecular formula: C43H61BrN4O3PS2Sc
Method: DFT, ωB97M-V/def2-TZVPD

## Properties
- HOMO-LUMO gap (spin up / spin down): 4.56 / 5.97 eV
- Relative energy (zero: lowest compared OMol25 entry of this formula, charge and spin): 0.0 kcal/mol
- Spin multiplicity: 2
- Net charge: -1
- <S²>: 0.77

```
116
C43H61BrN4O3PS2Sc, DFT ωB97M-V/def2-TZVPD
Sc 0.19288 -0.00395 -0.15634
C 4.72352 3.80502 3.08085
C 4.17007 3.06480 1.88499
O 2.99874 2.34929 2.30356
P 2.67064 0.91619 1.65726
S 0.97699 0.30138 2.45458
S 2.75953 0.93367 -0.31791
O 3.91630 0.00312 2.12438
C 4.07570 -0.33300 3.51194
C 4.19568 -1.83470 3.63484
H 5.59266 4.39586 2.78658
H 5.02554 3.10532 3.86111
H 3.96868 4.47533 3.49202
H 4.90693 2.37142 1.47222
H 3.87448 3.75691 1.09441
H 3.22227 0.03464 4.08572
H 4.97607 0.17288 3.86885
H 3.26801 -2.31240 3.31759
H 4.40087 -2.11538 4.66963
H 5.00496 -2.20425 3.00404
O -1.92627 -0.53302 0.54036
C -2.88965 -1.58330 0.60187
C -3.93667 -1.37003 1.67759
C -3.36722 -1.30228 3.10152
C -2.37968 -2.41522 3.32731
C -2.78481 -3.73548 3.49889
C -1.82171 -4.73135 3.54451
C -0.48678 -4.37885 3.43068
C -0.17704 -3.03311 3.30186
N -1.09455 -2.07261 3.24947
H -2.33165 0.33285 0.36344
H -2.32030 -2.49308 0.78682
H -3.37697 -1.68301 -0.37261
H -4.63262 -2.21230 1.60106
H -4.51579 -0.46592 1.46382
H -4.19315 -1.35718 3.81529
H -2.84256 -0.35915 3.25565
H -3.83942 -3.97507 3.56897
H -2.10947 -5.76992 3.65200
H 0.29693 -5.12413 3.42323
H 0.85162 -2.70356 3.20858
C -3.38017 2.46643 1.86092
C -1.93018 2.36517 2.34539
C -1.85736 2.44262 3.86730
C -1.08631 3.40464 1.63215
C -0.89009 4.65684 2.19871
C -0.21110 5.65555 1.51865
C 0.30133 5.38343 0.26332
C 0.15284 4.13348 -0.33140
C 0.81783 3.89426 -1.67848
C 0.12020 4.66519 -2.80259
C 2.30304 4.26544 -1.65185
C -0.58052 3.13107 0.34429
N -0.82297 1.86833 -0.23373
C -1.48792 1.90410 -1.47516
C -1.33502 0.93204 -2.39156
N -0.45691 -0.14094 -2.19364
C -0.42056 -1.09403 -3.22629
C 0.81978 -1.52215 -3.75771
C 0.84673 -2.38765 -4.84065
C -0.31899 -2.87241 -5.41318
C -1.52835 -2.51792 -4.84822
C -1.60216 -1.66584 -3.74957
C -2.96145 -1.48080 -3.08956
C -3.52761 -2.82988 -2.63113
C -3.97410 -0.78201 -4.00006
C 2.12092 -0.99854 -3.19624
C 2.56684 0.25332 -3.95249
C 3.22757 -2.04702 -3.13372
H -4.01067 1.70725 2.33346
H -3.43765 2.34728 0.77523
H -3.79424 3.44846 2.10476
H -1.54603 1.38721 2.05903
H -0.82047 2.42114 4.20520
H -2.33281 3.34657 4.25635
H -2.37503 1.58859 4.31127
H -1.28462 4.86483 3.18537
H -0.07802 6.63266 1.96760
H 0.84794 6.15681 -0.26535
H 0.75151 2.82899 -1.90014
H 0.20405 5.74367 -2.63878
H -0.93796 4.41426 -2.86325
H 0.58001 4.43418 -3.76671
H 2.44902 5.33289 -1.46879
H 2.76532 4.02669 -2.61318
H 2.82708 3.70339 -0.87990
H -2.09888 2.77136 -1.71040
H -1.85562 1.01257 -3.33883
H 1.80399 -2.68775 -5.25004
H -0.28114 -3.53768 -6.26705
H -2.44459 -2.93440 -5.25294
H -2.82070 -0.86013 -2.20392
H -3.75936 -3.47056 -3.48406
H -4.45306 -2.68711 -2.06525
H -2.81619 -3.36640 -1.99984
H -4.15384 -1.37333 -4.90135
H -3.62299 0.20120 -4.31237
H -4.93110 -0.65424 -3.48744
H 1.92956 -0.70589 -2.17115
H 2.77823 0.01478 -4.99904
H 3.47044 0.67584 -3.50586
H 1.78295 1.01415 -3.92708
H 3.58903 -2.32692 -4.12702
H 2.88044 -2.94789 -2.62417
H 4.07652 -1.64821 -2.57349
Br 1.36944 -6.75489 0.62430
C 1.15148 -4.90463 0.28289
C 2.11345 -3.96825 0.71654
C 1.88585 -2.63818 0.52196
N 0.74679 -2.12323 -0.07489
C -0.12152 -3.07578 -0.58308
C 0.02684 -4.42056 -0.41982
H 3.03126 -4.28785 1.19381
H 2.62802 -1.91443 0.83470
H -0.95733 -2.68979 -1.15521
H -0.70351 -5.09578 -0.84624
```

---

Molecular formula: FH2IP2
Method: DFT, ωB97M-V/def2-TZVPD

## Properties
- HOMO-LUMO gap (spin up / spin down): 9.34 / 6.24 eV
- Relative energy (zero: lowest compared OMol25 entry of this formula, charge and spin): 0.0 kcal/mol
- Spin multiplicity: 3
- <S²>: 2.01

```
6
FH2IP2, DFT ωB97M-V/def2-TZVPD
F -0.04243 -1.81216 -0.88599
P -0.24820 -0.73134 0.42224
P -2.22982 0.01515 -0.05355
I 3.95022 1.25082 -0.42259
H 0.42369 0.24360 -0.06895
H -1.85346 1.03394 1.00883
```

---

Molecular formula: C3H7O3PS
Method: DFT, ωB97M-V/def2-TZVPD

## Properties
- HOMO-LUMO gap (spin up / spin down): 3.64 / 5.53 eV
- Relative energy (zero: lowest compared OMol25 entry of this formula, charge and spin): 66.8 kcal/mol
- Net charge: -2

```
15
C3H7O3PS, DFT ωB97M-V/def2-TZVPD
C -0.56063 0.93492 0.41447
C -0.14077 -0.44233 0.72378
C -0.21865 -1.30593 -0.48506
O 3.01590 0.67649 0.48936
O 4.36050 -1.23665 -0.65566
O 3.19981 0.67400 -2.01103
P 2.95677 -0.14143 -0.79155
S -1.12947 -2.66272 -0.55351
H -1.57568 1.11626 0.08853
H 0.06040 1.17540 -0.38849
H -0.68426 1.69524 1.25768
H 0.90812 -0.31555 1.05119
H -0.85039 -0.86553 1.46410
H 0.25850 -0.85437 -1.27031
H 4.66434 -1.37968 -1.62583
```

---

Which F_max belongs to each record? In order, 2.28 0.72 2.88 0.56 4.86 3.20 eV Å⁻¹.